{"formula": "CH2N2O2", "method": "ωB97M-V with the def2-TZVPD basis set", "e_lumo_ev": 0.67, "smiles": "O=NO.C#N", "gap_ev": 10.59, "multiplicity": 1, "e_above_lowest_ev": 4.532, "elements": ["C", "N", "N", "O", "O", "H", "H"], "xyz": [[-1.47809, -0.18085, 1.48196], [-1.18416, 0.44138, 0.55931], [1.43227, -0.35640, -0.77201], [2.39009, -0.62165, -1.43830], [0.71638, 0.61751, -1.39222], [-1.76532, -0.63556, 2.29306], [-0.11117, 0.73557, -0.73180]], "forces_ev_per_a": [[1.62, 3.31, -5.04], [-0.49, -0.90, 1.28], [1.38, 0.00, -1.57], [-0.87, -0.09, 1.15], [-2.39, 0.33, 1.94], [-1.37, -2.43, 4.01], [2.12, -0.22, -1.77]]}